one | DFT (wB97M-V/def2-TZVPD) results for 40 unconnected molecules or ions with the total composition H80O40.

Bonds (Å) are listed after each position.
CARTESIAN COORDINATES (ANGSTROEM)
1 H 0.0577 6.1945 2.0269  O3 1.013
2 H 0.1511 6.8942 0.7347  O3 1.025
3 O 0.8014 6.4416 1.3844  H1 1.013, H2 1.025
4 H -3.7521 -1.3519 4.3556  O6 0.910
5 H -3.6628 -2.9742 4.5502  O6 1.058
6 O -4.2559 -2.1036 4.4548  H4 0.910, H5 1.058
7 H 1.7823 4.7168 -2.3016  O9 0.929
8 H 0.7937 4.0035 -3.3502  O9 0.895
9 O 1.0903 4.1350 -2.5158  H7 0.929, H8 0.895
10 H -1.2828 -0.8251 -4.1922  O12 0.969
11 H 0.0422 -0.2886 -3.6812  O12 0.920
12 O -0.4618 -0.3774 -4.4457  H10 0.969, H11 0.920
13 H 2.9415 0.8870 5.0578  O15 0.958
14 H 3.8796 1.6228 4.1710  O15 0.928
15 O 3.2668 0.9259 4.1580  H13 0.958, H14 0.928
16 H -3.7234 -1.2929 -3.6214  O17 0.906
17 O -4.3327 -0.7312 -3.9867  H16 0.906, H95 0.974
18 H 5.5101 1.0132 0.9800  O19 0.959
19 O 4.7115 1.0131 1.5112  H18 0.959, H97 1.049
20 H -0.0833 0.2418 -0.6869  O22 1.012
21 H -0.6319 -0.9486 0.1505  O22 0.927
22 O 0.0280 -0.2973 0.1628  H20 1.012, H21 0.927
23 H -0.4795 -2.2514 1.7751  O25 1.009
24 H -1.5414 -1.7459 2.4733  O25 0.858
25 O -0.7163 -1.8646 2.6763  H23 1.009, H24 0.858
26 H 0.3920 -5.8583 -0.2445  O28 1.035
27 H 1.0161 -5.0798 -1.4868  O28 0.937
28 O 0.2703 -5.5881 -1.2359  H26 1.035, H27 0.937
29 H -1.5361 1.6252 2.0499  O31 0.891
30 H -1.0581 1.9493 3.5198  O31 1.042
31 O -1.8533 1.8316 2.8561  H29 0.891, H30 1.042
32 H -2.5128 -4.1279 1.5877  O33 0.968
33 O -1.8265 -4.6597 1.1594  H32 0.968, H98 0.912
34 H 2.0692 -4.1037 1.2548  O36 0.920
35 H 3.5217 -3.9363 1.4726  O36 0.973
36 O 2.8232 -4.6098 1.4020  H34 0.920, H35 0.973
37 H 0.9127 2.8723 2.2674  O39 0.993
38 H -0.6283 3.4791 2.0364  O39 0.954
39 O 0.0828 3.2735 2.6379  H37 0.993, H38 0.954
40 H 2.9152 1.0766 -1.1769  O42 0.954
41 H 2.1216 0.0726 -0.3514  O42 0.895
42 O 2.3384 0.9378 -0.4305  H40 0.954, H41 0.895
43 H -4.7798 0.6114 0.2058  O45 0.904
44 H -3.3706 1.1462 0.0638  O45 0.992
45 O -4.3338 1.3848 0.0629  H43 0.904, H44 0.992
46 H -4.9016 -2.1923 -3.0176  O48 1.078
47 H -5.1992 -2.0960 -1.8257  O48 0.867
48 O -4.4243 -2.3976 -2.0726  H46 1.078, H47 0.867
49 H 1.2941 -3.1029 -4.0775  O51 0.981
50 H 1.0858 -4.6537 -3.6270  O51 1.109
51 O 1.3391 -3.6394 -3.2575  H49 0.981, H50 1.109
52 H 3.4374 1.1140 -4.8081  O53 0.930
53 O 4.1510 0.7902 -4.3067  H52 0.930, H94 0.939
54 H 1.3184 -1.8233 -6.3455  O56 0.920
55 H 1.1270 -1.3809 -5.0723  O56 0.977
56 O 1.8347 -1.8191 -5.5845  H54 0.920, H55 0.977
57 H -4.2616 -4.7913 -1.0757  O58 0.930
58 O -3.6912 -4.7912 -1.8100  H57 0.930, H96 1.043
59 H 0.6998 -1.7504 -2.3514  O61 1.016
60 H 1.7376 -0.6069 -2.9643  O61 0.882
61 O 1.6184 -1.4105 -2.6211  H59 1.016, H60 0.882
62 H 0.7406 -2.9284 -1.2064  O64 1.082
63 H -0.7661 -2.4986 -0.9823  O64 0.961
64 O -0.1017 -3.0293 -0.5353  H62 1.082, H63 0.961
65 H -2.2825 -3.1140 -0.0095  O67 0.921
66 H -3.7601 -2.6013 -0.3866  O67 0.982
67 O -2.8235 -2.3889 -0.1827  H65 0.921, H66 0.982
68 H 3.3618 -1.8027 1.2464  O70 1.010
69 H 4.2444 -2.4324 2.5377  O70 0.948
70 O 4.1485 -2.3275 1.6007  H68 1.010, H69 0.948
71 H 0.6332 2.4141 4.5271  O73 0.908
72 H 0.3984 1.4599 5.6663  O73 0.893
73 O 0.9965 1.9434 5.2129  H71 0.908, H72 0.893
74 H -0.2917 2.2659 -2.0966  O76 0.943
75 H 0.0941 2.2565 -0.7281  O76 0.990
76 O -0.6731 1.9715 -1.2856  H74 0.943, H75 0.990
77 H -0.0876 5.1740 -0.1713  O79 1.011
78 H -1.3099 4.7424 -0.8521  O79 0.875
79 O -1.0260 4.8250 -0.0289  H77 1.011, H78 0.875
80 H 2.6347 5.9936 0.0390  O82 1.071
81 H 3.2110 4.8816 -0.7864  O82 0.942
82 O 2.5988 4.9293 -0.0718  H80 1.071, H81 0.942
83 H -2.5583 3.1907 1.9751  O85 0.991
84 H -2.2511 4.6109 1.5713  O85 0.969
85 O -2.9586 3.9539 1.4850  H83 0.991, H84 0.969
86 H -0.2238 2.3611 -6.0190  O88 0.990
87 H -0.0549 1.1351 -5.1527  O88 1.013
88 O 0.1785 2.1209 -5.1467  H86 0.990, H87 1.013
89 H 3.2081 3.0238 2.3578  O90 1.033
90 O 2.6991 3.8217 2.7721  H89 1.033, H99 0.938
91 H -0.1681 -2.6863 4.7286  O93 1.037
92 H -1.1609 -3.7458 4.0285  O93 0.955
93 O -1.1280 -3.0784 4.7104  H91 1.037, H92 0.955
94 H 3.9612 -0.1286 -4.3368  O53 0.939
95 H -3.9828 0.0606 -3.5406  O17 0.974
96 H -4.0361 -3.8701 -2.1569  O58 1.043
97 H 3.8743 0.7433 0.9395  O19 1.049
98 H -1.6962 -5.3630 1.7244  O33 0.912
99 H 2.5602 4.4407 2.0807  O90 0.938
100 O -6.3010 -1.8274 1.3243  H101 0.873, H102 0.940
101 H -5.9476 -2.0260 2.0975  O100 0.873
102 H -6.2146 -0.9053 1.1611  O100 0.940
103 O -3.2959 1.6124 -1.9897  H104 1.003, H105 1.099
104 H -2.5452 1.9428 -1.4131  O103 1.003
105 H -4.2953 2.0187 -1.7776  O103 1.099
106 O 2.3227 0.0196 1.8608  H107 0.935, H108 0.917
107 H 2.8629 0.3021 2.5694  O106 0.935
108 H 1.6279 -0.4544 2.2255  O106 0.917
109 O 4.9579 2.9683 -0.0025  H110 0.925, H111 1.017
110 H 4.5666 3.4444 0.6874  O109 0.925
111 H 4.3170 2.2733 -0.3781  O109 1.017
112 O -1.0589 0.5409 5.6717  H113 1.003, H114 0.938
113 H -0.4682 -0.2686 5.6987  O112 1.003
114 H -1.0694 0.5808 4.7343  O112 0.938
115 O 4.9802 -0.7704 -1.2290  H116 1.042, H117 0.993
116 H 5.8793 -1.0991 -0.8181  O115 1.042
117 H 4.9621 -1.1864 -2.1302  O115 0.993
118 O -1.5156 -1.9084 -2.4652  H119 0.997, H120 0.997
119 H -1.7203 -2.8613 -2.2545  O118 0.997
120 H -2.1082 -1.5024 -1.7741  O118 0.997

Calculated values
Kohn-Sham gap (eV): 9.4
Lowest unoccupied orbital energy (eV): -0.5138

Results of the Mulliken charge analysis, in e, for atoms 1 through 6:
1. H 0.299
2. H 0.308
3. O -0.604
4. H 0.298
5. H 0.319
6. O -0.613

two | DFT (wB97M-V/def2-TZVPD) results for 40 unconnected molecules or ions with the total composition H80O40.

Bonds (Å) are listed after each position.
CARTESIAN COORDINATES (ANGSTROEM)
1 H 1.0567 4.0188 0.3658  O3 0.930
2 H 2.5168 3.3775 0.7448  O3 0.947
3 O 1.8669 3.6420 0.1088  H1 0.930, H2 0.947
4 H 3.3311 -1.4615 1.4323  O6 0.960
5 H 2.2501 -2.1972 0.6646  O6 0.972
6 O 2.3992 -1.6880 1.4795  H4 0.960, H5 0.972
7 H -0.6214 -2.2014 -0.8805  O9 0.980
8 H 0.7805 -1.7393 -1.2591  O9 0.977
9 O 0.3222 -2.4117 -0.7192  H7 0.980, H8 0.977
10 H 4.6412 0.0867 -0.3330  O12 0.924
11 H 4.1572 1.1822 0.6002  O12 1.019
12 O 3.9006 0.2905 0.1797  H10 0.924, H11 1.019
13 H -2.7108 -3.6575 2.0964  O15 0.952
14 H -4.0359 -2.9949 2.2044  O15 0.939
15 O -3.6294 -3.7742 1.8747  H13 0.952, H14 0.939
16 H 0.8631 4.8320 -4.6297  O17 0.974
17 O 1.2325 3.9463 -4.4644  H16 0.974, H95 0.952
18 H 0.5401 -3.6871 3.8733  O19 0.948
19 O -0.1072 -3.4379 3.2272  H18 0.948, H97 0.959
20 H -1.8256 1.7133 -5.3977  O22 0.987
21 H -0.8009 2.1913 -6.3124  O22 0.959
22 O -1.0705 2.3481 -5.4055  H20 0.987, H21 0.959
23 H 2.1157 -0.0971 -1.9189  O25 0.945
24 H 2.3977 -0.6179 -3.3668  O25 0.951
25 O 2.1218 -0.8524 -2.4872  H23 0.945, H24 0.951
26 H 1.6843 -1.4373 -4.8799  O28 0.987
27 H 1.0941 -0.1371 -4.8242  O28 0.968
28 O 1.0342 -0.9105 -5.4027  H26 0.987, H27 0.968
29 H -5.2414 -3.6405 -1.8816  O31 0.972
30 H -3.7160 -3.6043 -2.5377  O31 0.986
31 O -4.3108 -3.3766 -1.7849  H29 0.972, H30 0.986
32 H 0.2523 0.4076 1.0211  O33 1.044
33 O -0.2981 0.0275 1.8222  H32 1.044, H98 0.979
34 H -4.6246 0.6062 -1.6101  O36 0.967
35 H -2.9834 1.0611 -1.2887  O36 0.962
36 O -3.8702 1.2112 -1.6310  H34 0.967, H35 0.962
37 H -2.3454 -0.9404 -0.2416  O39 0.989
38 H -2.8973 -1.2644 -1.6131  O39 0.949
39 O -2.1762 -0.8009 -1.2056  H37 0.989, H38 0.949
40 H 2.3682 -4.9412 2.3516  O42 0.945
41 H 2.6398 -4.2792 1.0838  O42 0.947
42 O 2.7323 -4.1362 2.0158  H40 0.945, H41 0.947
43 H 0.4522 2.2679 5.1346  O45 0.968
44 H 1.2331 3.1278 4.1133  O45 0.950
45 O 1.1326 2.9507 5.0410  H43 0.968, H44 0.950
46 H 2.3708 3.0673 -1.7391  O48 0.950
47 H 2.1455 3.3565 -3.2287  O48 0.965
48 O 2.7699 2.9805 -2.5965  H46 0.950, H47 0.965
49 H 3.2394 -0.3256 3.5422  O51 0.924
50 H 4.3733 -0.4829 2.5072  O51 0.940
51 O 3.6784 0.0635 2.8278  H49 0.924, H50 0.940
52 H -1.9806 3.3897 -1.6985  O53 0.971
53 O -1.9251 3.5380 -2.6565  H52 0.971, H94 0.941
54 H 0.6480 -3.6859 -3.5044  O56 1.048
55 H 1.9779 -3.4174 -4.2711  O56 0.939
56 O 1.6587 -3.4347 -3.3883  H54 1.048, H55 0.939
57 H -4.6286 4.6407 0.1859  O58 0.961
58 O -3.9567 4.1851 0.7004  H57 0.961, H96 0.946
59 H 3.5543 -2.0255 -1.9217  O61 0.975
60 H 3.9545 -2.4130 -0.4558  O61 0.999
61 O 4.3298 -2.1560 -1.3452  H59 0.975, H60 0.999
62 H -0.6076 1.0440 3.5707  O64 0.969
63 H -1.8313 2.0317 3.9586  O64 1.012
64 O -0.9257 1.6745 4.2337  H62 0.969, H63 1.012
65 H 4.6010 -2.9865 3.4480  O67 0.981
66 H 5.8034 -2.2364 2.9103  O67 0.977
67 O 4.9428 -2.5941 2.6169  H65 0.981, H66 0.977
68 H -4.6421 1.4956 -0.1041  O70 0.973
69 H -5.1824 2.0895 1.3386  O70 0.946
70 O -5.0894 1.3566 0.7483  H68 0.973, H69 0.946
71 H -1.4172 -2.6015 3.7131  O73 0.991
72 H -1.6438 -1.2174 4.4305  O73 0.940
73 O -1.8931 -2.1241 4.4389  H71 0.991, H72 0.940
74 H 3.5948 3.7290 3.3163  O76 0.947
75 H 3.6814 2.1215 2.9805  O76 0.975
76 O 3.3331 3.0060 2.7637  H74 0.947, H75 0.975
77 H 2.2747 0.5344 -0.0497  O79 1.076
78 H 1.3954 -0.7864 0.1363  O79 0.959
79 O 1.3035 0.1021 -0.2140  H77 1.076, H78 0.959
80 H -3.9577 0.1200 1.4693  O82 1.019
81 H -2.5241 0.3709 1.9879  O82 0.959
82 O -2.9988 -0.2175 1.3987  H80 1.019, H81 0.959
83 H -3.1479 3.0319 3.7624  O85 0.971
84 H -3.7847 3.1614 2.5193  O85 0.946
85 O -3.5576 2.4506 3.1015  H83 0.971, H84 0.946
86 H -0.4740 3.9659 3.1524  O88 0.962
87 H -1.4880 5.1849 2.7862  O88 0.941
88 O -1.3585 4.2622 2.9159  H86 0.962, H87 0.941
89 H -0.4833 0.5208 -2.2296  O90 0.977
90 O 0.1081 0.8063 -2.9528  H89 0.977, H99 0.953
91 H 2.8224 1.4635 -5.2914  O93 0.939
92 H 2.7792 1.5304 -3.7919  O93 0.963
93 O 2.5008 0.9954 -4.5432  H91 0.939, H92 0.963
94 H -1.1588 3.1113 -2.9963  O53 0.941
95 H 0.4301 3.4542 -4.3252  O17 0.952
96 H -3.1236 4.0873 0.2631  O58 0.946
97 H 0.4788 -2.9389 2.6549  O19 0.959
98 H -0.0666 -0.8845 1.5503  O33 0.979
99 H 0.9046 0.9889 -2.4617  O90 0.953
100 O 0.0219 -5.2124 -0.6177  H101 0.942, H102 0.940
101 H 0.4135 -5.1103 -1.4679  O100 0.942
102 H -0.3298 -4.3796 -0.3593  O100 0.940
103 O 2.6191 0.2293 5.8332  H104 1.010, H105 0.961
104 H 1.9080 0.2102 6.5503  O103 1.010
105 H 2.4217 1.0808 5.4332  O103 0.961
106 O -1.5808 2.5952 0.2999  H107 0.950, H108 0.985
107 H -1.7135 2.2144 1.1597  O106 0.950
108 H -0.6477 2.3946 0.0574  O106 0.985
109 O -0.9866 -3.2601 -4.3703  H110 0.949, H111 0.974
110 H -1.1592 -2.3653 -4.1041  O109 0.949
111 H -0.4895 -3.0055 -5.1689  O109 0.974
112 O 3.5035 -4.6763 -0.8729  H113 0.967, H114 0.936
113 H 2.9787 -5.4466 -1.1297  O112 0.967
114 H 4.3559 -4.9329 -0.5822  O112 0.936
115 O -5.0536 -1.3774 3.2720  H116 0.973, H117 0.966
116 H -4.8088 -1.6340 4.1779  O115 0.973
117 H -4.6188 -0.5184 3.1974  O115 0.966
118 O -4.3603 2.5122 -4.0689  H119 0.952, H120 0.956
119 H -4.0968 2.6399 -4.9745  O118 0.952
120 H -4.0358 1.6575 -3.7882  O118 0.956

Calculated values
Kohn-Sham gap (eV): 9.7
Lowest unoccupied orbital energy (eV): -0.3145

Results of the Mulliken charge analysis, in e, for atoms 1 through 6:
1. H 0.231
2. H 0.215
3. O -0.632
4. H -0.124
5. H -0.391
6. O 0.662

Preferred: two; penalty for the next structure: 0.3472 hartree.